1 | # C2H6NO3P

One molecule with the formula C2H6NO3P (ωB97M-V/def2-TZVPD, the OMol25 dataset).

Summary:
Charge: 0

Each line ends with the Mulliken charge.
Element x y z (Å)
C -1.88 1.05 0.31  -0.669
C 2.22 -1.13 -0.20  -0.857
N -1.34 -0.33 0.08  0.831
O -2.09 -1.12 -0.42  -0.452
O -0.22 -0.68 0.58  -0.354
O 0.84 1.31 -0.76  -0.573
P 1.33 0.54 0.37  0.295
H -2.84 1.17 -0.36  0.294
H -1.05 1.70 -0.10  0.325
H -1.99 1.31 1.34  0.300
H 1.73 -1.80 0.49  0.263
H 2.06 -1.08 -1.33  0.251
H 3.24 -0.94 0.00  0.346

2 | # C2H6NO3P

One molecule with the formula C2H6NO3P (ωB97M-V/def2-TZVPD, the OMol25 dataset).

Summary:
Charge: 0

Each line ends with the Mulliken charge.
Element x y z (Å)
C 0.42 1.30 -0.75  -0.724
C 0.10 -0.43 1.42  -1.204
N -0.40 0.20 -1.07  0.601
O -1.19 0.16 -2.04  -0.450
O 0.94 -1.34 -0.87  -0.593
O -1.47 -2.21 -0.16  -0.646
P -0.34 -1.30 -0.13  0.873
H 0.86 1.93 -1.49  0.316
H 0.85 0.95 0.14  0.240
H -0.46 1.85 -0.48  0.432
H 1.25 -0.41 1.54  0.362
H -0.20 0.49 1.83  0.475
H -0.35 -1.19 2.06  0.318

Relative energy of each structure, in kcal/mol: 1 21.3; 2 0.0.

1 | # C6H6N2O2

A 2-piece molecular cluster, C6H6N2O2 overall (ωB97M-V/def2-TZVPD, the OMol25 dataset).

Summary:
Charge: 0

Each line ends with the Mulliken charge.
Element x y z (Å)
C 1.68 1.59 -1.03  -0.547
C 0.82 1.05 -2.07  -0.358
C 1.17 1.32 0.22  -0.279
C -0.25 0.43 -1.45  -0.332
C -1.36 -0.06 2.07  -0.766
C -0.71 -0.01 0.95  0.360
N 0.01 0.59 -0.04  0.108
N -0.68 -2.70 0.52  0.633
O -0.52 -2.86 -0.65  -0.405
O -0.63 -3.40 1.50  -0.434
H 2.59 1.97 -1.46  0.357
H 1.24 1.16 -3.05  0.384
H 1.36 1.38 1.25  0.411
H -1.14 -0.21 -1.74  0.324
H -1.66 -1.00 2.56  0.250
H -1.93 0.76 2.43  0.293

2 | # C6H6N2O2

A 2-piece molecular cluster, C6H6N2O2 overall (ωB97M-V/def2-TZVPD, the OMol25 dataset).

Summary:
Charge: 0
SMILES string: N#CC#C[C@H]1CC(=O)N1.O

Each line ends with the Mulliken charge.
Element x y z (Å)
N 2.81 4.23 -0.01  -0.423
C 2.37 3.15 -0.05  0.165
C 1.82 1.88 -0.11  0.406
C 1.36 0.76 -0.16  -0.645
C 0.84 -0.61 -0.21  0.410
C 0.10 -1.12 1.06  -0.548
C -1.08 -1.51 0.17  0.552
O -1.81 -2.47 0.14  -0.540
N -0.38 -0.79 -1.01  -0.429
H 1.64 -1.28 -0.52  0.266
H -0.14 -0.34 1.79  0.282
H 0.58 -1.99 1.54  0.268
H -0.37 -0.93 -2.01  0.221
O -2.92 0.07 -0.22  -0.694
H -2.07 0.24 -0.91  0.397
H -2.77 0.69 0.50  0.311

Relative energy of each structure, in kcal/mol: 1 84.9; 2 0.0.